# 1
Molecular formula: C8H32F2N17O12S2
Method: DFT, ωB97M-V/def2-TZVPD

Results
Calculated total energy: -3154.04293 Eh
Net charge: -1

Each line ends with the Mulliken charge.
Cartesian coordinates (Å):
S -27.8126 7.8051 21.6110  1.03
S -26.5195 8.2903 19.7816  0.59
F -27.9535 8.2488 23.1229  -0.39
F -26.0268 9.6419 19.0744  -0.36
O -32.9509 6.0013 20.1581  -0.70
O -31.1696 11.2844 18.8329  -0.68
O -27.1197 6.5855 21.8912  -0.67
O -27.6718 13.3867 22.0885  -0.71
O -23.4152 3.3806 21.2445  -0.75
O -31.8473 8.6127 24.0898  -0.63
O -25.3486 7.4569 19.9926  -0.53
O -27.1442 3.4808 17.8038  -0.72
O -31.7170 6.3808 16.8653  -0.72
O -27.4957 7.7432 18.8662  -0.40
O -23.4646 9.5892 24.3089  -0.71
O -29.2307 7.7921 21.3778  -0.72
N -33.0110 4.9485 22.1153  -0.39
N -30.4126 7.4154 25.1981  -0.31
N -29.9746 6.0201 18.1967  -0.07
N -26.7812 11.7803 20.8391  -0.24
N -31.6454 6.5725 21.8194  0.09
N -28.2437 11.2427 22.2247  -0.03
N -29.0086 11.1175 18.5627  -0.18
N -28.2705 2.8815 19.5333  -0.41
N -25.5190 9.7750 23.3293  -0.15
N -30.1359 9.5310 25.0549  -0.39
N -24.4352 5.2604 21.9089  -0.19
N -23.1223 5.2902 20.0856  -0.34
N -26.8765 4.5435 19.7815  0.02
N -30.0479 12.8172 17.7398  -0.41
N -23.8112 8.8152 22.3605  -0.10
N -26.9895 9.0543 21.2214  -0.91
N -30.0563 7.8227 17.1351  -0.28
C -24.1949 9.3638 23.4106  0.38
C -27.2996 3.5557 19.0087  0.71
C -32.5627 5.8390 21.3165  0.69
C -30.8992 8.5421 24.7925  0.67
C -23.6878 4.5952 21.1324  0.66
C -30.1248 11.7562 18.4487  0.60
C -27.5619 12.2474 21.7698  0.45
C -30.6435 6.6725 17.3592  0.50
H -33.8466 4.4440 21.8559  0.24
H -24.4925 8.6957 21.6246  -0.06
H -30.4820 5.1942 18.4805  0.18
H -31.4936 6.5172 22.8164  -0.09
H -28.5204 2.9419 20.5101  0.16
H -28.7948 11.3995 23.0564  0.07
H -24.7379 6.2167 21.7901  0.14
H -28.9817 5.9923 18.0137  0.12
H -29.4747 7.5581 25.5444  0.10
H -26.0868 9.4045 22.5807  0.53
H -28.7810 2.2940 18.8898  0.22
H -25.8966 10.3678 24.0547  0.18
H -27.8241 10.3611 21.9661  0.53
H -30.4228 10.4401 24.7211  0.25
H -22.2004 5.0500 19.7502  0.19
H -29.2137 9.1964 25.2952  0.12
H -24.8227 4.6329 22.5990  0.15
H -22.8437 8.5737 22.2000  0.19
H -30.6454 8.3741 16.5276  0.14
H -26.3545 5.2255 19.2500  0.00
H -28.1777 11.6457 18.3378  0.22
H -23.5704 6.1927 20.0159  0.27
H -26.6999 10.7747 20.8868  0.37
H -27.1084 4.6957 20.7527  0.06
H -29.1995 13.1368 17.2946  0.16
H -30.9271 13.1174 17.3436  0.26
H -32.5632 4.6313 22.9632  0.14
H -25.8854 12.2465 20.8209  0.24
H -30.9763 6.5850 25.3115  0.22
H -29.2466 8.2356 17.5756  0.23
H -31.0404 7.1215 21.2255  0.14
H -28.8906 10.3835 19.2464  -0.02


# 2
Molecular formula: H12O6
Method: DFT, ωB97M-V/def2-TZVPD

Results
Calculated total energy: -458.53824 Eh
Net charge: 0

Each line ends with the natural charge from an NBO analysis.
Cartesian coordinates (Å):
O -3.7763 -0.4577 -0.2803  -0.95
O 3.9460 0.9182 -0.3284  -0.95
O -0.5672 0.2698 0.5250  -0.94
O 3.5516 -1.3039 0.2561  -0.95
O -1.3237 -1.6633 -0.1534  -0.95
O -1.5063 2.1102 0.0179  -0.93
H -3.3713 -1.1715 0.2251  0.49
H -1.5574 -2.1132 -0.9731  0.46
H -0.9800 0.6266 -0.2696  0.49
H 3.5822 -0.4470 0.6962  0.49
H -0.3645 -1.7455 -0.1061  0.49
H 3.2202 0.6178 -0.8869  0.48
H -1.1549 0.5441 1.2380  0.44
H 2.6194 -1.4248 0.0428  0.45
H -4.6738 -0.4044 0.0669  0.46
H 4.1351 1.8077 -0.6478  0.47
H -1.8679 2.9442 -0.3026  0.47
H -2.1798 1.7797 0.6229  0.47


# 3
Molecular formula: C5H8FNS
Method: DFT, ωB97M-V/def2-TZVPD

Results
Calculated total energy: -747.98738 Eh
Net charge: 0

Each line ends with the natural charge from an NBO analysis.
Cartesian coordinates (Å):
S 0.0511 2.0045 -0.6946  0.21
F -2.8907 -0.3064 -0.6236  -0.38
N 2.0542 -0.8504 -0.6172  -0.76
C -1.6401 -0.1303 0.1652  0.22
C 0.7764 -0.6084 0.1175  -0.10
C 0.4580 0.8819 0.5186  -0.37
C -1.0352 1.2284 0.4646  -0.35
C -0.4806 -0.8445 -0.5156  -0.47
H 2.1460 0.1339 -1.1812  0.35
H 2.7470 -0.5689 0.3335  0.34
H -1.4195 1.8754 1.1336  0.23
H -0.8699 -1.8247 -0.7149  0.24
H -0.5066 -0.4472 -1.7027  0.23
H 0.8715 -1.1596 1.0625  0.19
H 1.5672 1.2208 1.0367  0.24
H -1.8289 -0.6045 1.2175  0.18


# 4
Molecular formula: C10H11BrO4
Method: DFT, ωB97M-V/def2-TZVPD

Results
Calculated total energy: -3262.45231 Eh
Net charge: 0

Each line ends with the natural charge from an NBO analysis.
Cartesian coordinates (Å):
Br -3.3378 -1.0166 -0.0426  0.08
O -2.7485 1.6146 0.4491  -0.68
O -1.0043 1.6440 2.0720  -0.69
O 0.0486 2.3646 -0.1501  -0.73
O -1.4003 -0.5352 -2.0979  -0.70
C -0.8051 0.3056 1.9320  0.16
C 0.7252 -1.6451 1.4800  -0.17
C 2.0432 -1.8352 -0.4990  -0.23
C 0.1760 -0.3671 1.1302  -0.13
C -1.4848 0.6750 -1.3926  -0.02
C 0.0106 1.1597 -0.9519  0.09
C 0.6354 0.0772 -0.1490  -0.09
C 1.5716 -0.6435 -0.8544  -0.21
C 1.5255 -2.3872 0.6874  -0.22
C -2.3226 0.5200 -0.2219  0.16
H -1.3154 -0.3739 2.6782  0.19
H -0.5658 2.2576 1.4309  0.53
H 0.3723 1.4648 -1.9430  0.20
H 1.6898 -3.2850 1.1528  0.22
H -0.5203 -0.8733 -1.9893  0.49
H -1.6227 1.5492 -2.1759  0.17
H 2.0295 -0.3465 -1.8394  0.21
H -0.4324 3.0593 -0.5433  0.48
H 0.3648 -2.0930 2.5200  0.20
H 2.7055 -2.2869 -1.0603  0.20
H -3.1482 1.3856 1.2782  0.50


# 5
Molecular formula: C5H10O2
Method: DFT, ωB97M-V/def2-TZVPD

Results
Calculated total energy: -346.86372 Eh
Net charge: 0

Each line ends with the natural charge from an NBO analysis.
Cartesian coordinates (Å):
O 0.8931 -0.3780 1.4290  -0.50
O -0.7983 1.7011 0.6467  -0.72
C 0.6628 0.4622 -0.8939  -0.46
C 1.6107 -0.0140 0.2156  -0.08
C -1.7163 -0.3576 -0.3003  -0.64
C 0.5588 -1.5978 1.7180  0.13
C -0.7762 0.8385 -0.4726  0.10
H 2.2920 0.7789 0.5263  0.20
H -1.4958 -0.9364 0.6045  0.21
H -1.1715 1.4449 -1.2952  0.18
H 0.5990 -0.2971 -1.6813  0.21
H -1.6582 -1.0329 -1.1618  0.21
H 0.9887 -2.2441 0.8984  0.04
H -0.5540 1.1728 1.4201  0.48
H 1.1174 1.3500 -1.3460  0.22
H -2.7477 -0.0012 -0.2181  0.22
H 2.1954 -0.8893 -0.0895  0.19


# 6
Molecular formula: H33O17
Method: DFT, ωB97M-V/def2-TZVPD

Results
Calculated total energy: -1298.83299 Eh
Net charge: -1

Each line ends with the natural charge from an NBO analysis.
Cartesian coordinates (Å):
O 0.8414 1.2442 -4.2260  -0.95
O -4.3211 -3.1697 3.5310  -0.92
O 1.4188 -3.0001 3.6287  -1.02
O -1.8848 -4.2268 -1.7859  -1.03
O 1.9367 -1.1168 -0.1903  -1.00
O 0.5542 2.0394 3.4886  -0.94
O 4.4890 -0.3652 0.8136  -0.95
O 3.9059 -3.8217 -1.8137  -0.94
O -0.5709 -0.8928 -1.2212  -1.04
O -4.9700 2.9246 -0.5459  -0.95
O 4.3270 3.6182 -0.1826  -0.99
O -2.8308 -1.8959 -1.7117  -1.16
O 1.2081 4.6407 -0.2744  -0.98
O 1.9641 3.9943 -2.9381  -0.97
O -0.8237 -0.2806 3.7123  -0.95
O -0.3485 0.8061 0.7782  -0.99
O -4.8341 -0.4896 -1.0729  -1.02
H 1.5238 -0.9904 0.7041  0.49
H 1.4712 1.9484 -4.2189  0.48
H 4.7467 0.5461 0.8841  0.46
H 0.4099 1.2529 -5.1418  0.47
H 4.1898 -0.5555 -0.0539  0.49
H -1.5356 -0.2376 4.3677  0.49
H 1.0659 1.6789 4.2327  0.44
H 2.3158 -3.1391 3.4709  0.51
H -1.4686 -1.3583 -1.5482  0.52
H -4.6495 -0.4531 -0.1528  0.44
H -3.2624 -1.9196 -2.5448  0.45
H -2.6924 -4.6897 -1.6033  0.43
H -0.7445 -0.2022 -1.9187  0.46
H -4.1881 -1.2376 -1.3012  0.50
H 0.8614 -2.2991 3.8843  0.50
H 4.1773 -3.9209 -2.7559  0.46
H -5.7818 2.8053 -0.0813  0.45
H -4.9298 2.0515 -0.9998  0.49
H 1.8891 4.6442 0.4420  0.49
H -0.5377 0.0890 1.3857  0.44
H 3.2660 -3.0288 -1.8776  0.49
H 4.4964 3.3763 -1.0606  0.50
H 4.7732 3.3330 0.5867  0.49
H -3.4460 -2.8505 3.3742  0.45
H 2.1843 3.3661 -2.2488  0.47
H -2.2960 -3.2532 -1.5242  0.50
H 1.3958 4.5873 -2.4612  0.49
H 1.4383 -0.8393 -0.9341  0.50
H -0.5122 0.3371 -0.1082  0.50
H 0.0852 1.2454 3.3250  0.48
H -0.9449 -1.1620 3.3798  0.47
H 0.5678 3.9633 0.0072  0.49
H -4.6636 -2.8114 2.6904  0.47


# 7
Molecular formula: C8H21AlBO3
Method: DFT, ωB97M-V/def2-TZVPD

Results
Calculated total energy: -810.48031 Eh
Net charge: -1

Each line ends with the natural charge from an NBO analysis.
Cartesian coordinates (Å):
Al -0.6310 -1.7349 -1.2392  0.78
O 2.7170 1.5419 4.9871  -0.55
O -1.9046 -0.5711 -3.8665  -0.73
O -3.5017 -1.8014 -2.6632  -0.97
C 0.5756 0.7882 2.1457  -0.38
C -2.9871 -1.6138 -5.8022  -0.63
C 2.0767 2.0292 3.8151  -0.05
C 0.5414 0.1514 0.7532  -0.39
C 1.9956 1.0009 2.6766  -0.44
C -2.8761 -0.3997 -4.8842  -0.06
C 4.1110 1.7134 5.0165  -0.24
C -0.8120 -0.4156 0.3190  -0.93
B -2.1604 -1.3493 -2.7458  0.62
H 0.0004 0.1798 2.8511  0.19
H 2.6261 1.3273 1.8439  0.19
H -2.5450 0.4580 -5.4779  0.16
H 4.4267 2.5652 4.4032  0.16
H 4.6370 0.8207 4.6570  0.17
H -2.9134 -2.5360 -5.2284  0.22
H 2.5961 2.9361 3.4787  0.15
H -3.4818 -2.7189 -2.3643  0.49
H -3.9593 -1.6175 -6.3025  0.19
H 4.4168 1.9003 6.0478  0.18
H -3.8517 -0.1390 -4.4685  0.17
H -0.7401 -3.2945 -0.7241  -0.41
H 0.0802 1.7680 2.1113  0.18
H 0.8736 0.8976 0.0228  0.19
H 1.3044 -0.6381 0.7281  0.19
H -1.3004 -0.9159 1.1644  0.19
H 2.4064 0.0660 3.0666  0.21
H 0.8696 -1.5216 -1.8731  -0.41
H -1.4659 0.3988 -0.0176  0.19
H 1.0751 2.3344 4.1263  0.18
H -2.1991 -1.6100 -6.5566  0.19


# 8
Molecular formula: C18H20N2O6S2
Method: DFT, ωB97M-V/def2-TZVPD

Results
Calculated total energy: -2055.24888 Eh
Net charge: 0

Each line ends with the natural charge from an NBO analysis.
Cartesian coordinates (Å):
S -1.9637 -3.0547 -1.1693  0.49
S 1.4839 -0.7752 0.3933  2.32
O -3.7173 -0.7826 -1.5781  -0.61
O -3.5807 0.1086 0.4831  -0.52
O 1.2956 -0.5883 1.8070  -0.95
O 1.5671 -2.1130 -0.1091  -0.94
O -4.3451 3.4323 0.9478  -0.59
O 5.3618 1.3081 -0.1884  -0.52
N 2.8546 0.0415 -0.1455  -0.67
N -2.3985 2.6273 0.1815  -0.65
C 5.1840 0.0422 -0.7815  -0.07
C 0.2066 0.1133 -0.4849  -0.33
C -1.7913 1.4249 -1.8433  -0.21
C -3.2879 -0.8306 -0.4471  0.78
C -0.9675 -3.8651 -0.0439  -0.36
C 3.0251 1.3408 0.4715  -0.26
C -0.5537 1.0482 0.1847  -0.24
C 4.1768 2.0625 -0.2345  -0.07
C -3.7307 2.5275 0.4343  0.66
C 4.0770 -0.7402 -0.0755  -0.26
C -1.7720 -2.1076 1.2347  0.05
C -1.5811 1.6979 -0.4941  0.21
C -0.0064 -0.1792 -1.8184  -0.18
C -1.8699 -1.2975 2.4794  -0.66
C -2.3965 -1.8674 0.0277  -0.38
C -0.9622 -3.2630 1.1741  -0.26
C -4.3887 1.2006 0.0690  -0.19
C -1.0084 0.4903 -2.5007  -0.19
H 3.8843 -1.6937 -0.5652  0.24
H 0.6000 -0.9358 -2.2882  0.24
H -1.1956 0.2744 -3.5403  0.23
H -2.5806 1.9374 -2.3715  0.23
H 2.0958 1.8995 0.3513  0.22
H 4.9252 0.1599 -1.8439  0.17
H -2.2025 -1.9279 3.3032  0.23
H 6.1400 -0.4747 -0.6900  0.20
H -0.8747 -0.9255 2.7249  0.25
H -0.3714 1.2306 1.2320  0.25
H -4.5649 1.1294 -1.0118  0.24
H -5.3488 1.1489 0.5915  0.23
H -1.9450 3.4234 0.6118  0.41
H 3.8912 2.2488 -1.2811  0.17
H -0.4288 -4.7409 -0.3453  0.24
H 3.2458 1.2344 1.5429  0.20
H -0.3855 -3.6139 2.0100  0.23
H 4.3631 -0.9195 0.9707  0.19
H -2.5560 -0.4663 2.3653  0.24
H 4.3975 3.0098 0.2598  0.20